Entry 1:
Computed, not measured: C42H49InN2PS2 as an isolated structure at a distorted geometry, with the ωB97M-V functional and the def2-TZVPD basis.

## Properties
Net charge = +1
Energy = -83457.200 eV
Orbital gap (alpha / beta) = 0.186 / 0.186 Ha
Highest occupied orbital energy (alpha / beta) = -10.047 / -10.051 eV
Energy relative to the best compared isomer or geometry (same formula, charge and spin) = 76.3 kcal per mole

```
97
Properties=species:S:1:pos:R:3:lowdin_charge:R:1
In 0.144 0.511 1.085 0.94
C -1.768 0.764 -1.073 -0.06
C -1.641 2.086 -1.376 -0.12
C -2.248 2.832 -0.238 -0.05
C -2.706 1.886 0.691 -0.09
C -2.460 0.596 0.233 -0.26
C -3.066 -0.674 0.756 -0.57
C -3.103 -0.658 2.290 -0.03
C -4.513 -0.753 0.220 -0.02
C -2.305 -1.912 0.273 -0.06
C -2.424 4.310 0.025 -0.52
C -2.974 5.080 -1.185 -0.03
C -3.402 4.548 1.189 -0.05
C -1.068 4.906 0.469 -0.03
C -0.998 2.528 -2.693 -0.52
C 0.022 3.661 -2.518 -0.04
C -2.077 2.907 -3.721 -0.03
C -0.210 1.347 -3.290 -0.06
H -1.547 -0.071 -1.718 0.10
H -3.236 2.107 1.600 0.11
H -3.779 0.110 2.663 0.09
H -2.105 -0.465 2.697 0.06
H -3.447 -1.622 2.662 0.10
H -5.089 0.127 0.506 0.09
H -4.995 -1.637 0.639 0.09
H -4.520 -0.835 -0.867 0.09
H -1.252 -1.850 0.567 0.03
H -2.356 -2.021 -0.810 0.08
H -2.729 -2.813 0.715 0.10
H -3.898 4.619 -1.537 0.10
H -2.268 5.130 -2.006 0.05
H -3.200 6.101 -0.879 0.09
H -4.377 4.105 0.983 0.10
H -3.543 5.620 1.324 0.09
H -3.013 4.153 2.127 0.08
H -0.281 4.736 -0.258 0.06
H -0.765 4.465 1.416 0.02
H -1.183 5.982 0.612 0.10
H -0.440 4.617 -2.288 0.06
H 0.586 3.792 -3.442 0.09
H 0.731 3.404 -1.727 0.09
H -2.692 3.742 -3.396 0.06
H -2.734 2.055 -3.903 0.09
H -1.601 3.180 -4.665 0.09
H 0.474 0.926 -2.552 0.06
H 0.379 1.691 -4.140 0.10
H -0.879 0.565 -3.649 0.08
S -0.298 2.391 2.978 0.62
C 0.347 1.270 4.094 -1.13
N 0.620 0.023 3.816 -0.06
C 1.165 -0.636 4.911 -0.32
C 1.578 -1.969 4.960 -0.03
C 2.149 -2.454 6.121 -0.08
C 2.296 -1.643 7.246 -0.08
C 1.866 -0.329 7.228 -0.08
C 1.307 0.163 6.058 -0.46
S 0.708 1.766 5.731 1.07
H 1.439 -2.627 4.113 0.11
H 2.484 -3.482 6.155 0.11
H 2.741 -2.048 8.143 0.11
H 1.963 0.304 8.099 0.11
N 2.417 -0.856 1.779 0.02
C 3.100 -1.985 1.206 -0.30
C 4.185 -2.570 1.849 -0.02
C 4.823 -3.660 1.280 -0.06
C 4.386 -4.171 0.065 -0.06
C 3.314 -3.585 -0.584 -0.07
C 2.658 -2.497 -0.015 -0.30
P 1.343 -1.578 -0.896 1.07
C 0.363 -2.877 -1.715 -0.39
C 0.140 -4.112 -1.109 -0.10
C -0.633 -5.072 -1.745 -0.06
C -1.211 -4.795 -2.975 -0.07
C -1.036 -3.549 -3.561 -0.06
C -0.255 -2.593 -2.934 -0.12
C 2.408 -0.918 -2.236 -0.37
C 2.693 -1.609 -3.411 -0.08
C 3.538 -1.046 -4.356 -0.06
C 4.109 0.198 -4.132 -0.07
C 3.852 0.878 -2.951 -0.07
C 3.000 0.323 -2.010 -0.12
H 1.633 -1.184 2.334 0.01
H 3.024 -0.363 2.426 0.10
H 4.524 -2.172 2.798 0.12
H 5.663 -4.113 1.789 0.11
H 4.891 -5.015 -0.384 0.11
H 2.980 -3.973 -1.537 0.11
H 0.585 -4.331 -0.146 0.11
H -0.777 -6.041 -1.286 0.11
H -1.807 -5.545 -3.475 0.11
H -1.486 -3.332 -4.521 0.11
H -0.093 -1.630 -3.403 0.09
H 2.258 -2.580 -3.600 0.10
H 3.747 -1.583 -5.271 0.11
H 4.761 0.634 -4.877 0.11
H 4.311 1.841 -2.770 0.11
H 2.789 0.853 -1.086 0.09
```

Entry 2:
Computed, not measured: one molecule with the formula C5H10N2O2S at a distorted geometry, with the ωB97M-V functional and the def2-TZVPD basis.

## Properties
Net charge = 0
Energy = -23252.514 eV
Orbital gap = 0.354 Ha
Highest occupied orbital energy = -8.924 eV
Structure (SMILES) = C=C1N(C)N(C)CS1(=O)=O
Energy relative to the best compared isomer or geometry (same formula, charge and spin) = 95.8 kcal per mole

```
20
Properties=species:S:1:pos:R:3:nbo_charge:R:1
C 0.639 -1.149 -0.455 -0.16
C 1.028 -2.229 -1.119 -0.39
C 0.453 1.048 0.989 -0.47
C -1.523 -1.074 0.860 -0.40
C -0.940 1.885 -0.919 -0.39
N -0.937 -0.450 -0.264 -0.22
N -0.704 0.880 0.111 -0.31
O 2.062 0.845 -1.092 -0.94
O 2.876 -0.340 0.999 -0.90
S 1.803 0.090 0.119 2.07
H 2.063 -2.260 -1.396 0.23
H 0.326 -2.996 -1.310 0.22
H 0.715 2.079 0.937 0.24
H 0.132 0.616 2.048 0.23
H -2.469 -0.653 1.085 0.21
H -1.488 -2.106 0.753 0.20
H -0.977 -0.762 1.794 0.15
H -1.682 1.663 -1.532 0.21
H -1.304 2.692 -0.241 0.19
H -0.075 2.220 -1.366 0.20
```

Entry 3:
Computed, not measured: a 3-piece molecular cluster, C37H37N2O5 overall at a distorted geometry, with the ωB97M-V functional and the def2-TZVPD basis.

## Properties
Net charge = +1
Energy = -52181.204 eV
Orbital gap = 0.319 Ha
Highest occupied orbital energy = -11.606 eV
Energy relative to the best compared isomer or geometry (same formula, charge and spin) = 13.8 kcal per mole

```
81
Properties=species:S:1:pos:R:3:lowdin_charge:R:1
C -0.862 -4.314 1.171 -0.10
O -1.285 -3.681 -0.021 -0.22
C -0.508 -2.532 -0.359 -0.22
C -0.811 -1.291 0.468 -0.18
C -2.214 -0.741 0.220 -0.15
C -3.295 -1.539 0.946 -0.11
N -4.575 -1.700 0.153 -0.06
C -4.321 -2.494 -1.129 -0.06
C -4.917 -3.919 -1.176 -0.18
N -5.478 -4.405 0.068 -0.05
C -6.413 -3.419 0.573 -0.19
C -5.695 -2.177 1.076 -0.08
H -0.994 -3.678 2.055 0.08
H -1.456 -5.219 1.290 0.09
H 0.196 -4.589 1.108 0.10
H -0.752 -2.325 -1.406 0.10
H 0.560 -2.774 -0.320 0.13
H -0.092 -0.527 0.168 0.07
H -0.649 -1.465 1.536 0.11
H -2.256 0.302 0.541 0.11
H -2.377 -0.741 -0.861 0.12
H -3.574 -1.039 1.873 0.14
H -2.984 -2.556 1.174 0.12
H -4.833 -0.760 -0.140 0.18
H -3.243 -2.534 -1.230 0.10
H -4.714 -1.894 -1.947 0.13
H -5.721 -3.929 -1.914 0.12
H -4.151 -4.609 -1.525 0.13
H -4.750 -4.573 0.756 0.12
H -7.114 -3.179 -0.230 0.13
H -6.992 -3.823 1.404 0.13
H -5.217 -2.411 2.026 0.12
H -6.360 -1.330 1.237 0.14
C -0.755 6.003 -0.307 -0.05
C 0.082 6.933 0.300 -0.05
C 0.975 6.532 1.279 0.01
C 1.022 5.199 1.667 -0.08
C 0.172 4.267 1.070 -0.08
C -0.707 4.673 0.073 0.00
C 0.222 2.828 1.448 -0.27
O -0.389 1.993 0.811 0.09
C 1.110 2.436 2.582 -0.10
C 1.115 1.119 3.027 -0.01
C 1.978 0.732 4.037 -0.05
C 2.857 1.655 4.597 -0.04
C 2.870 2.964 4.145 0.00
C 1.987 3.359 3.148 -0.10
C 2.023 4.781 2.688 -0.28
O 2.833 5.560 3.137 0.12
H -1.441 6.319 -1.081 0.11
H 0.043 7.972 0.000 0.11
H 1.648 7.235 1.750 0.12
H -1.340 3.932 -0.396 0.12
H 0.444 0.411 2.560 0.10
H 1.980 -0.292 4.385 0.11
H 3.541 1.347 5.377 0.11
H 3.560 3.694 4.547 0.13
C 2.741 -2.530 -5.316 -0.05
C 1.595 -2.730 -4.554 -0.05
C 1.421 -2.039 -3.368 0.00
C 2.392 -1.144 -2.934 -0.07
C 3.545 -0.949 -3.696 -0.08
C 3.714 -1.643 -4.887 0.01
C 4.624 -0.017 -3.251 -0.27
O 5.622 0.151 -3.914 0.12
C 4.425 0.692 -1.952 -0.08
C 5.434 1.523 -1.479 0.01
C 5.278 2.186 -0.273 -0.04
C 4.100 2.045 0.451 -0.03
C 3.093 1.216 -0.018 0.01
C 3.254 0.525 -1.212 -0.07
C 2.177 -0.407 -1.656 -0.22
O 1.169 -0.574 -0.994 0.04
H 2.875 -3.070 -6.244 0.11
H 0.839 -3.428 -4.890 0.11
H 0.535 -2.177 -2.763 0.09
H 4.615 -1.475 -5.461 0.12
H 6.336 1.627 -2.066 0.12
H 6.071 2.820 0.102 0.11
H 3.983 2.539 1.407 0.10
H 2.180 1.067 0.541 0.09
```

Entry 4:
Computed, not measured: a 2-piece molecular cluster, C3H8O overall, with the ωB97M-V functional and the def2-TZVPD basis.

## Properties
Net charge = 0
Energy = -5285.796 eV
Orbital gap = 0.378 Ha
Highest occupied orbital energy = -9.316 eV
Structure (SMILES) = [H][H].C=CCO
Energy relative to the best compared isomer or geometry (same formula, charge and spin) = 54.3 kcal per mole

```
12
Properties=species:S:1:pos:R:3:nbo_charge:R:1
C 1.201 -0.696 -0.945 -0.43
C 0.165 -0.679 -0.113 -0.16
C -0.026 0.344 0.972 -0.11
O -1.396 0.488 1.298 -0.72
H 1.930 0.115 -0.958 0.19
H -0.691 0.418 -1.617 0.01
H 1.311 -1.475 -1.694 0.20
H -1.366 0.627 -1.379 -0.02
H -0.632 -1.420 -0.182 0.21
H 0.414 1.313 0.683 0.17
H 0.539 -0.050 1.827 0.18
H -1.449 1.014 2.107 0.47
```

Entry 5:
Computed, not measured: a 2-piece molecular cluster, C6H12N overall at a distorted geometry, with the ωB97M-V functional and the def2-TZVPD basis.

## Properties
Net charge = +1
Energy = -7896.049 eV
Orbital gap = 0.309 Ha
Highest occupied orbital energy = -13.434 eV
Energy relative to the best compared isomer or geometry (same formula, charge and spin) = 92.5 kcal per mole

```
19
Properties=species:S:1:pos:R:3:nbo_charge:R:1
C -2.818 0.718 0.794 -0.47
C -2.206 -0.281 0.137 0.15
C 0.955 1.459 -0.114 -0.45
C 2.028 -0.569 0.961 -0.42
C 0.771 -0.710 -1.010 0.10
C -1.716 -1.261 -0.669 -0.56
N 1.202 0.060 -0.034 -0.26
H -3.620 0.638 1.440 0.25
H 0.169 1.987 0.508 0.26
H 1.967 1.983 0.130 0.24
H 0.660 1.725 -1.150 0.24
H 2.163 0.134 1.738 0.24
H 1.639 -1.507 1.286 0.24
H 2.996 -0.700 0.444 0.23
H 1.151 -1.738 -1.095 0.22
H -2.600 1.795 0.749 0.24
H 0.555 -0.403 -2.035 0.24
H -2.231 -1.242 -1.608 0.25
H -1.067 -2.089 -0.471 0.24
```

Entry 6:
Computed, not measured: a 2-piece molecular cluster, C4H10O2 overall, with the ωB97M-V functional and the def2-TZVPD basis.

## Properties
Net charge = 0
Energy = -8401.098 eV
Orbital gap (alpha / beta) = 0.281 / 0.311 Ha
Highest occupied orbital energy (alpha / beta) = -6.991 / -7.473 eV
Energy relative to the best compared isomer or geometry (same formula, charge and spin) = 102.6 kcal per mole

```
16
Properties=species:S:1:pos:R:3:nbo_charge:R:1
C 1.788 0.935 0.246 -0.29
O 1.323 -0.316 0.258 -0.36
C 0.544 -0.880 -0.586 0.16
C 0.055 -2.254 -0.302 -0.68
C -1.514 1.174 0.644 -0.26
O -1.258 1.574 -0.691 -0.73
H 2.596 1.071 0.953 0.17
H 1.813 1.420 -0.727 0.15
H -0.574 1.005 1.192 0.18
H 0.209 -0.288 -1.434 0.17
H 0.449 -2.984 -1.022 0.22
H -1.041 -2.297 -0.369 0.22
H 0.359 -2.565 0.702 0.23
H -2.092 0.245 0.599 0.17
H -2.105 1.927 1.187 0.16
H -0.552 2.231 -0.649 0.47
```